[1]
A cluster of 2 separate species, C2H4NOP in total, computed with ωB97M-V/def2-TZVPD.

Geometry as XYZ:
```
9
Properties=species:S:1:pos:R:3:forces:R:3
C -3.214 -0.237 0.190 3.183 1.837 0.787
C 0.202 -0.200 0.588 -1.015 0.051 -1.931
N -4.138 -0.634 -0.360 -1.144 -0.581 -0.521
O -0.776 1.971 -0.809 -2.435 -0.643 3.018
P -0.901 1.255 0.657 -1.580 -0.887 -2.083
H 1.169 0.263 0.544 0.923 0.192 0.345
H 0.137 -0.819 -0.404 -0.292 0.792 2.271
H 0.010 -0.646 1.569 0.298 -0.662 -0.495
H -0.079 2.162 -1.380 2.063 -0.099 -1.391
```
Positions in Å, forces in eV/Å.

Computed properties:
* energy above the lowest of the compared OMol25 structures with the same formula, charge and spin: 2.578 eV
* total charge: 0

[2]
A structure of composition C19H16F6N4O4RuS6Sb, computed with ωB97M-V/def2-TZVPD.

Geometry as XYZ:
```
57
Properties=species:S:1:pos:R:3:forces:R:3
Ru -0.092 -1.001 0.798 0.109 -0.278 0.937
S 1.175 -4.091 5.218 -0.240 0.026 0.032
Sb 0.067 -2.231 4.204 0.021 0.179 -0.231
S 0.891 -2.641 1.901 -0.093 0.271 -0.015
S -0.601 0.050 2.650 0.102 -0.307 -0.423
S -1.943 -3.316 4.439 0.148 -0.119 0.111
F -2.875 -2.574 -2.037 -0.030 0.029 0.032
C -2.011 -3.441 -2.572 0.100 0.007 -0.022
F -2.372 -3.655 -3.837 -0.050 -0.031 -0.004
F -2.087 -4.594 -1.911 -0.018 -0.007 0.047
S -0.285 -2.788 -2.535 0.224 0.204 -0.122
O 0.050 -2.542 -1.150 -0.116 -0.143 -0.099
O 0.450 -3.791 -3.234 0.045 0.044 -0.011
N -0.425 -1.489 -3.421 -0.187 -0.069 0.169
S -0.767 -0.073 -2.826 -0.086 -0.190 0.004
O -1.640 0.674 -3.676 -0.012 -0.061 -0.001
O -1.089 -0.080 -1.409 0.206 0.408 0.033
C 0.872 0.752 -3.052 -0.031 0.017 0.065
F 1.109 0.889 -4.356 0.011 0.016 -0.015
F 1.853 0.043 -2.514 0.008 -0.018 0.015
F 0.855 1.968 -2.498 -0.024 0.047 0.077
C -5.522 -1.744 0.595 0.006 -0.008 -0.017
N -4.141 -2.150 0.756 -0.035 0.047 0.020
C -3.669 -3.435 0.893 0.016 -0.001 -0.043
C -2.318 -3.339 0.966 0.156 -0.102 0.060
N -1.962 -2.020 0.873 -0.292 0.220 -0.250
C -3.080 -1.331 0.749 -0.037 -0.158 0.093
H -6.167 -2.572 0.878 0.004 0.002 0.020
H -5.725 -1.472 -0.441 -0.002 -0.013 -0.005
H -5.737 -0.895 1.241 -0.003 -0.001 0.004
H -4.323 -4.286 0.944 -0.026 0.017 0.010
H -1.581 -4.107 1.116 0.011 0.019 -0.024
H -3.151 -0.258 0.680 0.012 -0.001 -0.044
N 1.419 0.073 0.407 -0.081 -0.045 -0.384
C 1.805 1.272 0.432 0.071 0.070 -0.027
C 0.990 2.413 0.961 0.088 -0.020 0.107
C -0.330 2.626 0.579 0.031 0.029 0.003
C -1.066 3.655 1.147 0.005 0.011 -0.015
C -0.502 4.467 2.119 0.003 -0.017 -0.009
C 0.812 4.254 2.513 0.005 0.000 0.010
C 1.556 3.243 1.928 -0.001 0.006 -0.021
C 3.195 1.579 -0.040 0.036 0.011 0.053
C 3.537 2.831 -0.542 -0.033 -0.011 -0.006
C 4.826 3.076 -0.997 0.003 0.003 -0.001
C 5.784 2.075 -0.944 -0.011 0.013 -0.004
C 5.447 0.822 -0.446 -0.012 -0.002 0.003
C 4.159 0.574 -0.003 -0.002 -0.006 0.000
H -0.782 1.985 -0.162 -0.017 -0.094 -0.115
H -2.089 3.816 0.831 -0.002 -0.005 0.010
H -1.083 5.259 2.574 -0.005 0.003 -0.011
H 1.257 4.875 3.281 0.003 0.000 0.001
H 2.582 3.075 2.235 -0.004 0.007 0.002
H 2.787 3.611 -0.592 0.011 0.004 0.012
H 5.078 4.051 -1.394 0.005 -0.003 -0.007
H 6.792 2.269 -1.291 0.000 -0.003 -0.005
H 6.191 0.037 -0.404 0.000 -0.001 -0.002
H 3.873 -0.400 0.374 0.006 0.005 0.004
```
Positions in Å, forces in eV/Å.

Computed properties:
* multiplicity: 5
* energy above the lowest of the compared OMol25 structures with the same formula, charge and spin: 0.499 eV
* total charge: -1

[3]
A structure of composition C18H35BrNO12S2, computed with ωB97M-V/def2-TZVPD.

Geometry as XYZ:
```
69
Properties=species:S:1:pos:R:3:forces:R:3
C -0.224 -1.248 0.079 0.631 0.399 0.297
C -0.438 -0.373 -1.143 -0.527 -0.184 0.244
C -1.809 -0.499 -1.790 -0.051 -0.067 -0.319
Br -3.294 -0.525 -0.543 0.110 -0.037 0.059
S -1.923 0.772 -3.097 0.181 0.206 -1.531
O -0.906 0.318 -4.002 0.520 -1.245 -0.699
O -1.554 2.035 -2.536 -0.604 0.938 1.220
N -3.298 0.726 -3.931 -0.149 -0.265 1.829
S -4.588 1.468 -3.296 -0.483 1.054 -0.398
O -4.471 1.953 -1.946 0.376 -0.635 0.840
O -4.998 2.518 -4.183 -0.352 0.376 -1.257
C -6.008 0.323 -3.329 0.511 -1.078 0.321
C -5.688 -1.194 -3.361 -0.739 0.532 -0.117
C -6.306 -1.954 -2.186 0.705 -0.117 0.522
C -5.606 -3.287 -1.801 -0.728 0.155 -0.552
C -4.777 -3.945 -2.886 0.123 -0.085 0.667
O -3.410 -3.477 -2.893 -0.269 -0.230 0.326
C -2.860 -3.527 -4.133 1.942 -2.372 2.098
C -1.697 -4.486 -4.302 -0.214 0.314 0.704
O -3.236 -2.912 -5.034 -1.878 2.395 -3.195
H 0.698 -0.909 0.550 0.178 -0.005 0.109
H -1.001 -1.161 0.829 -0.238 -0.051 -0.009
H -0.054 -2.290 -0.171 -0.274 -0.256 -0.129
H 0.271 -0.701 -1.892 0.216 0.286 -0.316
H -0.276 0.679 -0.938 0.203 0.110 0.233
H -1.843 -1.435 -2.325 -0.409 -0.275 -0.138
H -6.541 0.528 -2.409 0.013 0.378 0.249
H -6.658 0.623 -4.140 0.182 0.164 -0.323
H -4.617 -1.327 -3.415 0.220 -0.095 -0.024
H -6.134 -1.583 -4.272 0.316 -0.189 -0.322
H -6.272 -1.298 -1.319 0.009 0.027 0.205
H -7.358 -2.174 -2.345 -0.215 0.151 -0.281
H -5.053 -3.192 -0.880 0.509 0.102 0.135
H -6.394 -4.008 -1.581 -0.104 -0.143 0.095
H -5.218 -3.808 -3.864 -0.102 0.198 -0.271
H -4.734 -5.016 -2.681 0.056 -0.142 -0.042
H -1.764 -5.328 -3.624 0.028 -0.137 0.150
H -1.715 -4.812 -5.328 0.194 -0.089 -0.312
H -0.784 -3.936 -4.096 0.235 -0.017 -0.038
C 5.707 0.858 0.436 -0.064 -0.007 -0.279
C 4.690 1.541 1.325 0.292 -0.281 0.191
O 4.099 2.671 0.675 -0.109 0.049 0.093
C 3.146 2.378 -0.222 -0.091 0.185 -0.243
O 2.751 1.275 -0.499 0.087 -0.115 0.161
O 2.718 3.514 -0.763 0.052 -0.036 0.074
C 1.736 3.340 -1.805 -0.233 0.032 -0.151
H 6.449 1.576 0.084 0.047 0.006 0.127
H 6.215 0.059 0.978 0.003 0.032 0.038
H 5.230 0.427 -0.444 -0.062 -0.047 0.066
H 5.185 1.928 2.216 -0.095 0.215 -0.048
H 3.917 0.847 1.657 -0.084 0.020 -0.176
H 0.901 2.731 -1.468 0.047 -0.068 -0.038
H 2.199 2.892 -2.682 -0.027 -0.124 0.059
H 1.369 4.328 -2.062 0.121 0.066 0.137
C 6.695 2.956 8.185 -0.139 0.149 -0.189
C 6.211 1.522 8.247 0.401 0.109 0.169
O 4.845 1.409 7.831 -0.047 -0.116 -0.023
C 4.642 1.438 6.511 -0.060 0.082 0.015
O 5.496 1.530 5.665 -0.045 -0.041 0.067
O 3.330 1.357 6.293 0.090 -0.049 0.027
C 2.957 1.456 4.915 -0.199 0.023 -0.274
H 6.028 3.608 8.751 0.049 -0.054 0.107
H 7.703 3.037 8.594 -0.012 -0.029 0.030
H 6.710 3.320 7.158 0.060 -0.080 -0.019
H 6.240 1.166 9.276 -0.233 -0.046 -0.019
H 6.843 0.860 7.654 -0.098 0.044 -0.143
H 3.502 0.738 4.306 0.110 0.061 0.038
H 3.129 2.468 4.553 0.115 -0.046 -0.049
H 1.895 1.235 4.850 0.003 -0.007 0.218
```
Positions in Å, forces in eV/Å.

Computed properties:
* E: -5034.9442 Eh
* total charge: -1

[4]
A cluster of 2 separate species, C2H6Cl2NPS in total, computed with ωB97M-V/def2-TZVPD.

Geometry as XYZ:
```
13
Properties=species:S:1:pos:R:3:forces:R:3
S 0.998 1.390 4.415 0.252 -1.379 1.428
P 0.682 0.354 2.621 -0.883 0.721 0.136
Cl 0.991 -1.433 3.434 -0.127 -1.619 0.536
Cl 2.498 0.605 1.857 1.536 0.391 -0.946
H 0.680 2.486 3.850 -0.562 1.974 -0.779
C 0.041 1.063 -0.522 -0.738 2.836 -1.427
N 0.434 -0.083 -0.335 0.189 -2.093 -0.168
C -0.334 -1.046 -1.122 0.507 2.136 -1.643
H 0.489 1.892 -0.025 0.378 0.586 0.742
H -0.714 1.385 -1.301 0.468 -0.557 0.653
H -0.689 -0.473 -2.040 0.082 -1.144 0.815
H 0.242 -1.888 -1.432 0.265 -0.709 0.108
H -1.147 -1.237 -0.491 -1.369 -1.144 0.544
```
Positions in Å, forces in eV/Å.

Computed properties:
* energy above the lowest of the compared OMol25 structures with the same formula, charge and spin: 1.532 eV
* SMILES string: SP(Cl)Cl.C=NC
* total charge: 0

[5]
The molecule C5H3N, computed with ωB97M-V/def2-TZVPD.

Geometry as XYZ:
```
9
Properties=species:S:1:pos:R:3:forces:R:3
C -1.651 -0.762 0.583 0.543 0.219 -0.382
C -0.398 -0.642 0.158 -0.153 -1.075 1.560
C -0.286 1.122 -0.120 0.607 -0.577 -0.141
C 1.112 -0.309 0.413 -0.286 0.391 -2.773
C -1.384 0.374 -0.561 1.005 -0.479 -1.751
N 0.907 1.170 0.317 -1.339 0.820 -0.812
H 1.600 -0.483 1.348 -0.440 -0.769 0.708
H 1.766 -0.671 -0.445 -0.588 0.469 1.130
H -1.668 0.200 -1.696 0.652 1.001 2.462
```
Positions in Å, forces in eV/Å.

Computed properties:
* energy above the lowest of the compared OMol25 structures with the same formula, charge and spin: 5.436 eV
* total charge: 0

[6]
A structure of composition C14H13MoN5O2S, computed with ωB97M-V/def2-TZVPD.

Geometry as XYZ:
```
36
Properties=species:S:1:pos:R:3:forces:R:3
Mo 1.269 -0.430 0.161 0.062 -0.240 -0.320
N 3.200 2.107 -1.901 -0.067 0.022 -0.041
C 2.705 0.940 -1.533 0.530 -0.086 -0.054
S 3.452 0.060 -0.188 -0.034 -0.035 -0.089
N 1.572 0.521 -2.106 -0.650 0.120 0.378
N 1.174 -0.745 -1.753 0.319 -0.193 0.058
C 0.761 -1.689 -2.526 0.050 0.077 -0.223
C 0.276 -2.919 -1.982 0.124 0.161 -0.149
C -0.190 -3.932 -2.834 -0.037 -0.099 -0.053
C -0.610 -5.133 -2.314 0.015 0.036 0.110
C -0.563 -5.345 -0.931 -0.019 -0.022 -0.128
C -0.108 -4.364 -0.070 -0.014 -0.072 0.177
C 0.303 -3.160 -0.602 0.064 0.126 0.078
O 0.751 -2.170 0.238 -0.165 0.040 0.140
H 4.064 2.448 -1.511 -0.020 0.037 0.021
H 2.766 2.631 -2.649 -0.001 -0.027 -0.018
H 0.816 -1.523 -3.598 -0.023 -0.033 0.005
H -0.213 -3.757 -3.903 0.015 0.008 0.018
H -0.969 -5.912 -2.972 -0.002 -0.013 0.018
H -0.886 -6.294 -0.523 -0.001 0.002 -0.005
H -0.064 -4.522 0.999 -0.015 -0.014 -0.011
N -2.275 4.606 3.848 0.010 -0.005 -0.064
C -2.533 4.035 2.657 -0.018 -0.070 0.095
O -3.506 4.264 1.979 0.003 0.040 -0.039
C -1.529 3.010 2.130 -0.056 0.090 0.017
C -1.875 2.397 0.930 -0.070 0.057 0.058
C -1.029 1.475 0.373 0.177 -0.030 -0.016
N 0.139 1.127 0.970 -0.265 0.292 0.103
C 0.481 1.724 2.134 -0.015 -0.131 -0.087
C -0.324 2.666 2.732 0.031 0.041 0.069
H -2.945 5.273 4.199 -0.009 0.002 -0.004
H -1.487 4.385 4.427 0.005 -0.010 -0.004
H -2.806 2.676 0.455 0.007 -0.023 -0.017
H -1.256 0.997 -0.570 0.025 -0.018 -0.031
H 1.426 1.438 2.579 0.032 -0.026 0.012
H 0.015 3.113 3.655 0.010 -0.004 -0.004
```
Positions in Å, forces in eV/Å.

Computed properties:
* E: -1431.3885 Eh
* total charge: +2

[7]
The molecule C3H5BrSi, computed with ωB97M-V/def2-TZVPD.

Geometry as XYZ:
```
10
Properties=species:S:1:pos:R:3:forces:R:3
C 0.039 -1.427 1.880 -0.380 2.383 -1.933
C -0.140 -0.511 1.121 0.362 -2.614 1.598
C -0.434 0.514 0.258 1.015 5.068 -0.772
Si 0.472 0.494 -1.547 1.412 -1.535 3.908
Br -2.407 0.752 0.153 0.433 0.062 -0.236
H 0.248 -2.245 2.421 0.545 -2.259 1.703
H -0.031 1.512 0.813 -1.112 -2.019 -1.363
H 1.074 1.810 -1.777 -0.496 0.150 -0.646
H -0.448 -0.396 -2.109 -1.156 -0.279 -1.820
H 1.628 -0.503 -1.213 -0.622 1.043 -0.439
```
Positions in Å, forces in eV/Å.

Computed properties:
* energy above the lowest of the compared OMol25 structures with the same formula, charge and spin: 2.862 eV
* SMILES string: C#C[C@@H]([SiH3])Br
* total charge: 0

[8]
A cluster of 8 separate species, C9H34N4O8 in total, computed with ωB97M-V/def2-TZVPD.

Geometry as XYZ:
```
55
Properties=species:S:1:pos:R:3:forces:R:3
N -2.045 2.982 -1.061 -2.549 0.617 -0.128
C -1.044 3.325 -0.305 1.713 6.047 4.832
N 0.025 2.662 -0.568 5.268 -3.230 -1.160
O -0.996 4.349 0.651 -1.185 -5.021 -4.865
H -2.811 3.511 -0.764 -1.958 0.358 -0.223
H -2.123 2.221 -1.705 0.285 -0.107 0.044
H 0.922 3.004 -0.251 -0.434 0.408 0.551
H 0.242 1.865 -1.294 -1.397 1.900 0.998
N -0.097 0.211 -4.380 -2.326 0.631 -4.673
C 0.612 0.017 -3.314 1.494 2.469 4.859
N 1.263 -1.109 -3.318 0.651 -0.959 0.923
O 0.728 0.835 -2.259 -0.483 -3.081 -4.786
H -0.340 1.196 -4.491 -0.340 -0.687 -0.517
H -0.107 -0.488 -5.276 0.181 2.709 3.242
H 1.871 -1.243 -2.550 1.014 -0.712 1.084
H 1.175 -1.742 -4.063 0.272 -0.799 -0.754
C -1.349 -0.435 0.072 -1.327 -1.241 0.201
C -1.748 0.337 1.283 0.509 0.033 -0.614
O -0.495 0.992 1.616 -1.920 0.106 1.215
H -2.247 -0.623 -0.440 -1.439 -0.707 -1.002
H -0.994 -1.395 0.377 0.769 -0.507 -0.175
H -0.742 0.051 -0.664 0.745 0.415 0.106
H -2.195 -0.316 2.073 1.078 0.602 -0.238
H -2.589 0.972 0.965 0.557 0.796 0.580
H -0.307 1.529 0.828 0.389 0.235 0.190
C -0.881 3.940 3.999 -0.579 -0.764 0.392
O -0.477 2.554 3.996 -0.026 0.379 1.108
H -0.442 4.420 3.107 -0.405 0.284 0.677
H -0.605 4.377 5.000 0.484 -0.432 -1.191
H -1.994 4.050 4.052 0.642 -0.160 -0.662
H -0.694 2.028 3.214 -0.237 0.929 -0.248
C -1.926 -2.313 -2.900 -1.002 0.163 0.932
O -0.946 -2.863 -2.110 0.654 -0.452 1.437
H -2.535 -1.502 -2.504 0.131 0.231 0.694
H -2.574 -3.107 -3.090 -1.312 -1.099 -0.909
H -1.466 -1.935 -3.740 0.530 0.727 -2.527
H -0.191 -2.303 -2.231 0.859 0.257 0.424
C 2.736 -0.177 -0.067 -1.332 0.711 0.295
O 2.797 -1.359 -0.838 0.761 -1.107 -0.999
H 3.216 -0.261 0.892 0.355 0.031 0.248
H 1.673 -0.031 0.096 -0.163 0.268 0.551
H 3.029 0.744 -0.605 0.504 -0.825 -0.070
H 3.135 -2.136 -0.359 -0.170 0.984 -0.011
C 0.520 -3.807 0.663 0.834 0.414 -0.500
O 1.810 -4.131 1.149 1.157 -0.389 0.275
H 0.218 -4.444 -0.178 -0.130 0.178 0.265
H 0.509 -2.752 0.381 -0.215 -0.065 -0.278
H -0.109 -3.915 1.527 -0.549 -0.233 0.142
H 2.541 -4.077 0.507 -0.982 -0.053 0.099
C 1.447 -0.962 3.235 0.451 0.879 -0.109
O 1.674 0.441 3.042 -1.143 -0.321 -0.236
H 0.427 -1.136 3.519 -0.789 -0.208 -0.039
H 2.024 -1.318 4.094 0.320 0.037 -0.372
H 1.675 -1.515 2.311 0.050 -0.177 0.343
H 0.801 0.783 2.676 1.733 -0.462 0.576
```
Positions in Å, forces in eV/Å.

Computed properties:
* energy above the lowest of the compared OMol25 structures with the same formula, charge and spin: 0.527 eV
* SMILES string: NC(N)=O.NC(N)=O.CCO.CO.CO.CO.CO.CO
* total charge: 0

Which largest force on an atom belongs to each record? In order, 3.93; 0.98; 4.41; 3.26; 2.82; 0.76; 5.23; 7.93 eV/A.